{
  "formula": "C2H3N3O",
  "method": "ωB97M-V with the def2-TZVPD basis set",
  "charge": 0,
  "gap_ha": 0.301,
  "e_lumo_ev": 0.344,
  "e_above_lowest_kj_mol": 402.28,
  "elements": ["O", "N", "H", "H", "C", "H", "N", "C", "N"],
  "positions_angstrom": [[-0.2255, -2.3412, 0.7093], [-0.5446, 1.2976, 0.0906], [0.9030, 1.4573, -1.3116], [1.7841, -0.5391, -0.6447], [0.4996, 0.9454, -0.5407], [-2.0962, 0.6883, 1.2355], [-1.2955, 0.4606, 0.7020], [0.1867, -1.3787, 0.2684], [0.7885, -0.5902, -0.5086]],
  "forces_ev_per_angstrom": [[-0.20, -2.10, 1.01], [-1.47, 1.23, 0.35], [1.49, 1.26, -2.17], [0.34, -1.26, 0.11], [-2.21, -2.10, 2.70], [-0.47, 1.38, 0.39], [3.11, -3.01, -1.42], [-1.30, 2.19, -0.34], [0.72, 2.40, -0.64]]
}

{
  "formula": "C4H7NO",
  "method": "ωB97M-V with the def2-TZVPD basis set",
  "charge": 0,
  "gap_ha": 0.392,
  "e_lumo_ev": 0.941,
  "e_above_lowest_kj_mol": 68.42,
  "smiles": "C[C@H]1CC(=O)N1",
  "elements": ["C", "C", "H", "H", "C", "H", "C", "H", "O", "H", "H", "N", "H"],
  "positions_angstrom": [[0.7865, 1.3334, 0.5459], [0.5278, 0.0447, -0.2153], [0.9787, 2.1623, -0.1458], [1.4372, -0.2903, -0.7299], [-1.2860, -0.9795, -0.5145], [1.6661, 1.2222, 1.1909], [-0.1790, -1.1084, 0.5415], [-0.7653, 0.4749, -2.0265], [-2.3015, -1.5655, -0.7790], [-0.0743, 1.6059, 1.1691], [-0.4815, -0.9009, 1.5690], [-0.6370, 0.0742, -1.1066], [0.3283, -2.0729, 0.5012]],
  "forces_ev_per_angstrom": [[0.02, 0.04, 0.02], [0.19, 0.08, 0.05], [0.00, -0.15, 0.11], [-0.12, 0.06, 0.07], [-0.04, -0.07, -0.04], [-0.16, 0.02, -0.08], [0.04, -0.16, 0.16], [0.00, -0.02, 0.16], [0.15, 0.11, 0.03], [0.13, -0.09, -0.14], [0.00, 0.07, -0.11], [-0.17, 0.04, -0.22], [-0.03, 0.07, -0.01]]
}

{
  "formula": "ClH3N3P3",
  "method": "ωB97M-V with the def2-TZVPD basis set",
  "charge": 0,
  "gap_ha": 0.316,
  "e_lumo_ev": -0.146,
  "e_above_lowest_kj_mol": 99.18,
  "smiles": "Clp1[nH]pn[pH][nH]1",
  "elements": ["N", "P", "P", "H", "Cl", "N", "H", "H", "P", "N"],
  "positions_angstrom": [[0.6327, 1.3331, 0.0393], [-1.6607, -1.0402, -0.5001], [-1.0140, 1.8176, -0.0519], [-1.7880, -1.2336, 0.8841], [2.8133, -0.2621, -0.3746], [-1.9439, 0.5586, -0.1050], [1.0957, 2.2075, -0.1060], [0.5236, -2.0665, -0.0801], [1.2254, -0.0947, 0.7278], [0.1159, -1.2196, -0.4335]],
  "forces_ev_per_angstrom": [[-2.10, 1.02, -0.05], [1.54, -0.47, 1.55], [-0.52, -1.12, 0.02], [-0.80, -1.16, 0.33], [2.38, -0.38, -1.12], [0.84, 1.84, -0.90], [1.32, 0.03, 0.27], [-0.61, -1.18, -0.27], [-3.34, -1.06, -1.06], [1.30, 2.49, 1.23]]
}